This record from OMol25 describes 2 unconnected molecules or ions with the total composition C7H15O2 at a distorted geometry. The level of theory is ωB97M-V/def2-TZVPD.

* LUMO energy: 0.1179 Ha
* energy relative to the best compared isomer or geometry (same formula, charge and spin): 39.45 kJ/mol
* net charge: -1
* 2S+1: 1
* HOMO: -3.759 eV
* energy: -426.24041 a.u.
* HOMO-LUMO gap: 0.256 hartree

Last column: Mulliken charge in e.
CARTESIAN COORDINATES (ANGSTROEM)
1 C 1.44872 2.04040 0.32793  1.056
2 C 1.75199 3.00269 -0.82418  -1.410
3 C 2.24377 2.67078 1.50651  -1.456
4 C -0.03779 1.93350 0.67527  -1.402
5 H 1.86085 1.04770 0.11318  -0.020
6 H 2.80276 2.99387 -1.11962  0.409
7 H 1.50502 4.03487 -0.56371  0.308
8 H 1.92956 3.67720 1.78528  0.347
9 H 2.19411 2.12413 2.43885  0.372
10 H 3.26146 2.71557 1.12313  0.383
11 H -0.65326 1.41779 -0.06349  0.384
12 H -0.05109 1.23236 1.51748  0.347
13 H -0.58166 2.82767 0.96504  0.325
14 H 1.17908 2.72847 -1.72526  0.353
15 C -0.38003 -2.26232 -1.00594  -0.379
16 C 0.59941 -2.52724 0.11565  -0.908
17 C -1.83119 -1.93151 -0.47262  0.465
18 O -2.13678 -2.33622 0.67487  -0.736
19 O -2.59508 -1.31550 -1.25229  -0.762
20 H -0.11157 -1.45863 -1.69120  0.273
21 H -0.54192 -3.15229 -1.58582  0.258
22 H 0.03361 -2.48520 1.06092  0.299
23 H 1.39680 -1.79506 0.18951  0.189
24 H 0.97324 -3.54339 0.11262  0.306

Cartesian forces (eV/Å) of the 3 atoms listed first:
0.00 1.90 0.60
-0.55 -0.50 -1.01
-0.02 -0.59 -0.36



This record from OMol25 describes 2 unconnected molecules or ions with the total composition C7H15O3SSi at a distorted geometry. The level of theory is ωB97M-V/def2-TZVPD.

* LUMO energy: 0.1173 Ha
* energy relative to the best compared isomer or geometry (same formula, charge and spin): 52.44 kJ/mol
* net charge: -1
* 2S+1: 1
* HOMO: -4.679 eV
* energy: -1189.09566 a.u.
* HOMO-LUMO gap: 0.289 hartree

Last column: Mulliken charge in e.
CARTESIAN COORDINATES (ANGSTROEM)
1 C 1.58846 -1.56644 -0.94675  -0.406
2 C 1.53820 -1.99742 0.51189  -0.436
3 C 1.57467 -0.05822 -1.14908  -0.334
4 C 1.25645 -0.76458 1.38819  -0.353
5 C 2.55351 0.54939 -0.07577  0.394
6 C -3.19833 0.15239 0.92881  -0.736
7 C -3.58315 1.25962 -0.06051  -0.965
8 O -0.68252 1.29962 -0.06137  -0.441
9 O 4.85301 1.50436 0.55465  -0.597
10 O 2.24845 0.24530 1.19982  -0.407
11 Si -1.89028 1.69828 -0.94598  0.124
12 S 4.03987 1.10032 -0.59929  0.202
13 H 2.58337 -1.93167 -1.35391  0.207
14 H 0.80905 -2.09324 -1.58477  0.299
15 H 0.80118 -2.91006 0.68820  0.273
16 H 2.54101 -2.42905 0.74698  0.272
17 H 2.10864 0.30514 -2.04333  0.525
18 H 0.64958 0.56015 -1.03430  -0.151
19 H 0.27484 -0.41795 1.40678  0.113
20 H 1.42479 -1.10450 2.39011  0.427
21 H -3.09515 -0.79524 0.35337  0.230
22 H -2.24353 0.38241 1.46416  0.117
23 H -3.99779 0.12446 1.77882  0.285
24 H -3.97611 2.03104 0.47915  0.430
25 H -4.24557 0.79668 -0.67810  0.389
26 H -1.79139 0.86976 -2.24961  -0.234
27 H -2.14126 3.18946 -1.10817  -0.227

Cartesian forces (eV/Å) of the 3 atoms listed first:
0.31 -1.32 -2.17
-0.65 -1.32 0.16
2.20 2.31 0.86



This record from OMol25 describes 2 unconnected molecules or ions with the total composition C7H15P at a distorted geometry. The level of theory is ωB97M-V/def2-TZVPD.

* LUMO energy: 0.0368 Ha
* SMILES: CPC(C)C.C#CC
* energy relative to the best compared isomer or geometry (same formula, charge and spin): 217.30 kJ/mol
* net charge: 0
* 2S+1: 1
* HOMO: -9.045 eV
* energy: -616.92522 a.u.
* HOMO-LUMO gap: 0.369 hartree

Last column: Mulliken charge in e.
CARTESIAN COORDINATES (ANGSTROEM)
1 C 0.90922 2.37170 1.30102  -0.942
2 P -0.05898 0.74686 1.30219  0.032
3 C 1.14178 -0.28561 0.12864  0.228
4 C 0.72242 0.02472 -1.25725  -1.341
5 C 0.94367 -1.77247 0.46549  -1.402
6 H 1.99645 2.20456 1.60564  0.309
7 H 0.31122 3.21534 1.69477  0.348
8 H 1.04811 2.61394 0.24424  0.237
9 H 0.54127 0.31300 2.38872  -0.011
10 H 2.13200 0.09680 0.28473  0.445
11 H -0.27007 -0.33789 -1.40170  0.241
12 H 0.88354 1.05276 -1.40860  0.442
13 H 1.40892 -0.46091 -2.03389  0.343
14 H -0.01337 -2.00370 0.84118  0.339
15 H 1.60604 -2.16228 1.11966  0.435
16 H 1.09055 -2.30703 -0.51255  0.312
17 C -3.23365 -1.58688 -2.35028  -0.195
18 C -3.29178 -1.07690 -1.22792  -0.139
19 C -3.02421 -0.40363 0.04263  -0.674
20 H -3.18316 -2.27077 -3.15612  0.395
21 H -4.04167 -0.25484 0.51595  0.332
22 H -2.58955 0.71521 -0.05403  0.190
23 H -2.21574 -0.98536 0.57780  0.077

Cartesian forces (eV/Å) of the 3 atoms listed first:
0.71 -0.58 -0.91
0.88 0.96 -2.39
-1.64 0.20 1.87



This record from OMol25 describes a gas-phase ion, C7H15P2 (charge +1) at a distorted geometry. The level of theory is ωB97M-V/def2-TZVPD.

* LUMO energy: -0.1331 Ha
* energy relative to the best compared isomer or geometry (same formula, charge and spin): 0.00 kJ/mol
* net charge: +1
* 2S+1: 1
* HOMO: -14.001 eV
* energy: -958.07258 a.u.
* HOMO-LUMO gap: 0.381 hartree

Last column: Mulliken charge in e.
CARTESIAN COORDINATES (ANGSTROEM)
1 C 2.14193 2.93628 1.07100  0.315
2 C 1.06993 2.39594 1.18160  -0.498
3 C 0.07835 0.60348 -2.25921  -1.051
4 C -2.49266 -1.03321 -0.50569  -1.382
5 C 1.38788 -1.14653 1.28492  -1.207
6 C 0.88505 -0.13878 -1.18624  -0.690
7 C -1.40073 -1.35331 0.48303  -0.542
8 P -0.53380 1.72785 1.19785  -0.136
9 P 0.09199 -0.25923 0.40683  0.636
10 H 2.73605 3.78438 1.20727  0.396
11 H -0.81437 0.06312 -2.56227  0.211
12 H -0.14240 1.46618 -1.61653  0.284
13 H 0.62626 0.95894 -3.01500  0.415
14 H -2.84525 -0.00475 -0.49120  0.336
15 H -2.16449 -1.30625 -1.47016  0.341
16 H -3.33231 -1.62989 -0.29568  0.446
17 H 1.86042 -0.30216 1.90965  0.353
18 H 2.28747 -1.61248 0.84140  0.385
19 H 1.05751 -1.82685 1.95284  0.488
20 H 1.78413 0.40088 -1.08775  0.469
21 H 1.07846 -1.18032 -1.51464  0.425
22 H -1.16015 -2.43098 0.56597  0.460
23 H -1.89364 -1.15387 1.42747  0.384
24 H -0.30563 1.04156 2.47456  0.162

Cartesian forces (eV/Å) of the 3 atoms listed first:
-1.46 0.18 0.55
0.64 -0.15 -0.58
-2.00 -0.56 4.43



This record from OMol25 describes a molecular structure, C7H16AgFO4 at a distorted geometry. The level of theory is ωB97M-V/def2-TZVPD.

* LUMO energy (alpha / beta): -0.0908 / -0.1894 Ha
* net charge: +1
* 2S+1: 2
* HOMO (alpha / beta): -12.947 / -12.843 eV
* energy: -823.70514 a.u.
* HOMO-LUMO gap (alpha / beta): 0.385 / 0.283 hartree

Last column: Mulliken charge in e.
CARTESIAN COORDINATES (ANGSTROEM)
1 F 4.37980 -0.63705 -0.66816  -0.340
2 C -0.58422 0.37907 1.34021  -0.588
3 O 0.47594 0.02541 2.15379  -0.541
4 C 4.40142 0.20979 0.49750  0.340
5 C 5.10668 -0.47569 1.65210  -0.720
6 O 4.19994 -1.34602 2.31427  -0.330
7 C 4.33473 -2.74138 2.00649  -0.368
8 C 3.21054 -3.42918 2.73681  -0.468
9 O 2.00566 -2.74819 2.39353  -0.309
10 C 0.82095 -3.38748 2.86171  -0.714
11 H -1.41474 -0.35157 1.40327  0.261
12 H -0.96902 1.38382 1.60117  0.262
13 H -0.24094 0.45844 0.28936  0.266
14 H 4.98530 1.07335 0.14323  0.374
15 H 5.40104 0.28499 2.38454  0.367
16 H 5.99448 -1.01090 1.29689  0.427
17 H 5.30300 -3.11361 2.36498  0.372
18 H 4.27246 -2.89039 0.92032  0.353
19 H 3.34808 -3.36072 3.82682  0.349
20 H 3.15441 -4.48117 2.42569  0.362
21 H -0.00912 -2.70053 2.66864  0.168
22 H 0.65798 -4.31941 2.30543  0.278
23 H 0.90069 -3.57628 3.94144  0.351
24 O 3.16746 0.62945 0.97758  -0.207
25 C 2.58219 1.76213 0.31996  -0.707
26 Ag 2.19560 -0.71778 2.21741  0.968
27 H 2.18180 2.40368 1.11031  0.273
28 H 3.34721 2.28983 -0.26132  0.307
29 H 1.78779 1.40992 -0.34721  0.214

Cartesian forces (eV/Å) of the 3 atoms listed first:
-0.82 0.74 1.72
-0.20 -0.31 -0.96
-2.43 1.42 1.28



This record from OMol25 describes a molecular structure, C7H16AlBNO6P2. The level of theory is ωB97M-V/def2-TZVPD.

* LUMO energy: 0.1002 Ha
* energy relative to the best compared isomer or geometry (same formula, charge and spin): 29.45 kJ/mol
* net charge: -1
* 2S+1: 1
* HOMO: -5.143 eV
* energy: -1732.76138 a.u.
* HOMO-LUMO gap: 0.289 hartree

Last column: Mulliken charge in e.
CARTESIAN COORDINATES (ANGSTROEM)
1 C -0.49570 0.90875 3.11899  -0.892
2 C -1.70264 0.42574 2.29124  -0.359
3 O -1.33767 -0.06516 1.00235  -0.339
4 B -1.35167 0.92345 -0.00427  0.166
5 O -2.55944 1.03076 -0.63468  -0.544
6 Al 0.35738 2.12510 -0.44781  0.272
7 P 1.99275 0.85395 -1.65262  0.348
8 O 3.05066 0.31366 -0.72412  -0.689
9 P -0.38337 4.00235 -1.74335  0.913
10 O -1.83503 3.99597 -2.00497  -0.696
11 O 0.42008 4.10291 -3.18804  -0.525
12 O -0.01925 5.41980 -0.99844  -0.530
13 H 0.40687 0.78770 2.52206  0.144
14 H -0.59446 1.96509 3.36482  0.295
15 H -0.38317 0.32102 4.02915  0.311
16 H -2.43687 1.23034 2.19837  0.294
17 H -2.18771 -0.39025 2.83091  0.347
18 H -2.46942 1.48831 -1.47740  0.266
19 H 1.11174 2.70474 0.83625  -0.267
20 H 1.42414 -0.22646 -2.38597  0.014
21 H 2.58193 1.61309 -2.70443  -0.011
22 H 1.09724 4.78642 -3.16351  0.244
23 H 0.90077 5.67181 -1.11487  0.259
24 N -0.15461 -5.49190 0.19442  -0.597
25 C 1.06896 -5.25911 -0.27598  -0.193
26 C 1.59724 -3.98981 -0.45755  -0.522
27 C 0.81151 -2.89362 -0.13781  -0.211
28 C -0.46749 -3.11566 0.34968  -0.294
29 C -0.89585 -4.42679 0.49851  -0.357
30 H 1.65546 -6.14037 -0.51735  0.335
31 H 2.60178 -3.86280 -0.83828  0.388
32 H 1.19093 -1.88521 -0.25998  0.574
33 H -1.10690 -2.28345 0.61213  0.496
34 H -1.88819 -4.64040 0.88253  0.361

Cartesian forces (eV/Å) of the 3 atoms listed first:
-0.11 -0.07 -0.37
0.19 -0.16 0.37
-0.17 0.49 0.30